<A>
Formula: C22H34N2O4P2SW
Source: OMol25
Level of theory: wB97M-V/def2-TZVPD

The LUMO energy (spin up / spin down) comes out at -0.31 / -0.49 eV. As for the HOMO energy (spin up / spin down): -5.63 / -6.69 eV. The frontier orbital gap (spin up / spin down) is 0.196 / 0.228 Eh. Its molar mass is 668.379 g mol⁻¹. As for the multiplicity: 3.

Positions of all 66 atoms, in Å:
W (-0.148, -0.671, -0.666)
P (2.349, -0.654, -0.853)
P (-2.812, -0.254, -0.654)
N (-0.214, 0.346, -2.282)
H (0.838, -2.168, 0.573)
C (2.886, -2.068, -1.846)
H (3.983, -2.123, -1.835)
H (2.531, -1.947, -2.877)
H (2.465, -2.995, -1.433)
C (3.284, -0.716, 0.693)
H (4.312, -1.041, 0.477)
H (2.808, -1.425, 1.380)
H (3.297, 0.274, 1.168)
C (2.950, 0.855, -1.670)
H (4.046, 0.805, -1.758)
H (2.662, 1.714, -1.047)
H (2.498, 0.953, -2.665)
C (-3.681, -1.677, -1.389)
H (-4.764, -1.570, -1.242)
H (-3.326, -2.607, -0.927)
H (-3.443, -1.705, -2.461)
C (-3.380, -0.197, 1.073)
H (-4.478, -0.227, 1.101)
H (-3.016, 0.729, 1.538)
H (-2.970, -1.057, 1.624)
C (-3.489, 1.220, -1.480)
H (-4.574, 1.287, -1.310)
H (-3.274, 1.155, -2.555)
H (-2.987, 2.109, -1.077)
C (-0.210, 1.197, -3.306)
C (-0.203, 1.627, -5.733)
C (-0.227, 0.737, -4.673)
C (-0.199, 2.623, -3.102)
C (-0.183, 3.503, -4.176)
C (-0.178, 3.015, -5.495)
H (-0.205, 1.247, -6.762)
H (-0.266, -0.344, -4.818)
H (-0.213, 2.981, -2.071)
H (-0.173, 4.585, -4.000)
H (-0.154, 3.712, -6.344)
C (-0.091, -2.924, 0.761)
O (-0.995, -2.442, -0.207)
C (0.193, -4.402, 0.410)
H (0.345, -4.961, 1.340)
H (1.102, -4.464, -0.198)
H (-0.654, -4.863, -0.126)
C (-0.679, -2.795, 2.175)
H (-1.749, -3.062, 2.182)
H (-0.562, -1.773, 2.560)
H (-0.151, -3.490, 2.841)
O (2.289, 4.096, 2.691)
S (2.358, 2.661, 2.707)
O (3.652, 2.053, 2.924)
N (1.627, 1.985, 1.368)
C (0.551, 1.306, 1.725)
O (-0.105, 0.534, 0.922)
C (0.180, 1.355, 3.143)
C (-0.815, 0.643, 3.811)
C (-0.749, 0.554, 5.195)
C (0.297, 1.180, 5.900)
C (1.285, 1.905, 5.222)
C (1.199, 1.981, 3.845)
H (-1.628, 0.197, 3.236)
H (-1.506, 0.000, 5.748)
H (0.351, 1.093, 6.976)
H (2.112, 2.403, 5.729)

***

<B>
Formula: C22H34N2O4P2SW
Source: OMol25
Level of theory: wB97M-V/def2-TZVPD

The LUMO energy (spin up / spin down) comes out at -0.37 / -0.28 eV. As for the HOMO energy (spin up / spin down): -5.00 / -6.52 eV. The frontier orbital gap (spin up / spin down) is 0.170 / 0.229 Eh. Its molar mass is 668.379 g mol⁻¹. As for the multiplicity: 3.

Positions of all 66 atoms, in Å:
W (-0.054, 0.028, 0.094)
P (2.651, -0.235, 0.119)
P (-2.665, 0.229, 0.109)
N (-0.080, 0.744, -1.615)
H (1.260, 1.161, 0.034)
C (3.187, -1.399, -1.167)
H (4.255, -1.572, -1.331)
H (2.790, -1.138, -2.142)
H (2.775, -2.384, -0.954)
C (3.591, -0.624, 1.616)
H (4.593, -1.063, 1.517)
H (3.017, -1.380, 2.149)
H (3.778, 0.207, 2.309)
C (3.284, 1.410, -0.502)
H (4.371, 1.611, -0.582)
H (2.875, 2.169, 0.172)
H (2.795, 1.597, -1.465)
C (-3.660, -1.088, -0.690)
H (-4.751, -0.922, -0.559)
H (-3.375, -2.062, -0.264)
H (-3.402, -1.103, -1.759)
C (-3.302, 0.331, 1.827)
H (-4.406, 0.414, 1.863)
H (-2.843, 1.199, 2.330)
H (-2.976, -0.572, 2.367)
C (-3.192, 1.810, -0.681)
H (-4.280, 1.976, -0.595)
H (-2.883, 1.796, -1.736)
H (-2.648, 2.640, -0.206)
C (0.081, 1.601, -2.610)
C (0.004, 2.059, -4.982)
C (0.071, 1.125, -3.955)
C (0.147, 3.002, -2.311)
C (0.069, 3.906, -3.366)
C (0.013, 3.437, -4.688)
H (-0.059, 1.699, -6.013)
H (0.019, 0.036, -4.091)
H (0.154, 3.317, -1.255)
H (0.054, 4.976, -3.149)
H (-0.013, 4.164, -5.503)
C (-0.378, -3.226, 1.724)
O (-0.764, -2.358, 0.892)
C (0.554, -4.267, 1.223)
H (1.253, -4.530, 2.033)
H (1.103, -3.720, 0.420)
H (0.157, -5.172, 0.737)
C (-0.520, -2.876, 3.178)
H (-1.482, -3.015, 3.688)
H (-0.383, -1.770, 3.185)
H (0.282, -3.347, 3.761)
O (2.587, 4.372, 3.253)
S (2.460, 2.938, 3.232)
O (3.655, 2.122, 3.255)
N (1.456, 2.394, 2.031)
C (0.457, 1.700, 2.584)
O (-0.237, 0.858, 1.893)
C (0.276, 1.761, 4.019)
C (-0.691, 1.127, 4.820)
C (-0.542, 1.245, 6.196)
C (0.560, 1.945, 6.721)
C (1.532, 2.536, 5.898)
C (1.372, 2.429, 4.529)
H (-1.524, 0.601, 4.360)
H (-1.260, 0.786, 6.873)
H (0.690, 2.002, 7.800)
H (2.407, 3.050, 6.288)

***

If we sort the structures by their calculated energies, the order from most to least stable is <A>, <B>.